# 1
A 10-piece molecular cluster, CH22O10 overall at a distorted geometry, computed with wB97M-V/def2-TZVPD.

Results
- Multiplicity: 1
- DFT total energy: -803.60222 Eh
- Total charge: 0
- Molecular weight: 194.177 g mol⁻¹
- Maximum force: 2.17 eV/Å

Positions of all 33 atoms, in Å:
O -0.09424 0.00914 0.41630
H 0.60835 -0.04227 -0.31290
H -0.88356 0.51999 0.09540
H -0.43081 -0.82504 0.79463
C 2.47808 -1.31242 -1.96085
O 1.81105 -0.13099 -1.64582
H 2.03162 -1.70014 -2.88753
H 3.55530 -1.18500 -2.13607
H 2.45460 -2.15433 -1.24410
O -2.43190 -3.66518 1.48669
H -2.65573 -4.05423 0.63529
H -1.50640 -3.40624 1.39898
O 3.56924 1.14924 0.43467
H 3.28764 1.00172 1.34251
H 3.01158 0.55027 -0.09831
O -0.58506 0.93181 -2.83524
H 0.22218 0.48574 -2.50138
H -0.99868 1.30457 -2.06005
O -2.44061 -0.83339 2.19937
H -2.51600 -1.73870 2.52743
H -3.33285 -0.48025 2.26004
O 1.34403 2.92422 -1.01485
H 1.54462 3.65718 -0.42512
H 2.04986 2.28248 -0.85322
O 0.45815 -2.56219 0.76977
H 0.62462 -3.09301 1.55849
H 0.66533 -3.14842 0.02999
O -1.12716 3.30024 1.70284
H -1.75058 2.56943 1.75229
H -1.60347 4.00518 1.25056
O -2.18484 1.59582 -0.24758
H -2.03860 2.54832 -0.30728
H -3.13575 1.49648 -0.12495

Atoms 1-6, force components in eV/Å:
O -1.139 0.851 0.467
H 1.419 -0.730 -1.375
H 0.149 0.289 0.133
H 0.574 -0.316 -0.323
C -0.449 0.133 -0.674
O -0.673 0.069 2.059


# 2
A 13-piece molecular cluster, CH27O13 overall at a distorted geometry, computed with wB97M-V/def2-TZVPD.

Results
- Multiplicity: 1
- DFT total energy: -1032.47269 Eh
- Total charge: -1
- Molecular weight: 247.214 g mol⁻¹
- Maximum force: 1.85 eV/Å

Positions of all 41 atoms, in Å:
C -0.59584 0.64109 -0.25264
O 0.50047 -0.08635 0.23435
H -0.24171 1.65916 -0.34591
H -1.10023 0.16839 -1.10156
H -1.39696 0.60778 0.48945
H -0.12176 -3.60078 1.04869
H -0.58571 -3.44909 -0.53393
O -0.01874 -3.85772 0.12320
H -1.45694 2.88092 -0.07886
H -2.37377 2.52291 1.18601
O -2.34074 2.91162 0.30125
H 1.45661 -1.26600 -2.67172
H 0.11430 -0.69887 -2.85462
O 0.93337 -0.77914 -3.34311
H 0.05058 -1.07349 1.47363
H 1.10597 -1.87101 2.26162
O 0.15245 -1.74777 2.21539
H 2.56578 2.65152 0.26262
H 1.07595 3.08923 0.42299
O 1.90304 2.94082 0.90680
H -2.65972 -0.50791 1.28739
H -3.60747 -0.33118 0.11968
O -3.08820 -0.99585 0.58344
H 0.60230 0.79820 1.67016
H 1.41905 1.88954 2.29542
O 0.78277 1.19476 2.59708
H -0.67529 1.34395 3.09893
H -1.96802 0.38941 2.81792
O -1.68673 1.29917 2.93304
H 1.71182 0.78407 -3.25521
H 1.84952 1.31169 -1.90019
O 1.62918 1.64489 -2.78611
H 1.15142 -1.34536 -0.47612
H 1.43500 -2.85169 -0.48875
O 1.77085 -2.03470 -0.89674
H 3.28797 -0.35671 -0.44425
H 2.05284 0.42594 0.01331
O 2.94282 0.54668 -0.45243
H -1.64020 -1.86478 -2.62548
H -2.51544 -1.03500 -1.77470
O -2.42060 -1.94835 -2.06003

Atoms 1-6, force components in eV/Å:
C 0.313 -1.205 1.363
O -0.576 0.027 0.037
H -0.384 0.420 -0.942
H 0.510 0.529 -0.680
H 0.223 0.573 -0.004
H -0.711 0.902 -0.446


# 3
A 13-piece molecular cluster, CH28O13 overall at a distorted geometry, computed with wB97M-V/def2-TZVPD.

Results
- Multiplicity: 2
- DFT total energy: -1032.62219 Eh
- Total charge: +1
- Molecular weight: 248.222 g mol⁻¹
- Maximum force: 2.79 eV/Å

Positions of all 42 atoms, in Å:
C 0.99332 -0.82586 -1.98586
O 1.26501 0.54568 -2.11636
H 2.01044 -1.22381 -1.72775
H 0.23053 -1.04478 -1.23641
H 0.78851 -1.14090 -3.00807
H 1.47176 0.90393 -1.17092
H 0.10523 1.68887 -3.10166
H -0.53686 1.55345 -4.53399
O -0.62655 2.03199 -3.68495
H -1.70374 1.06156 0.04145
H -1.53262 1.01267 -1.41244
O -2.12925 0.65464 -0.78768
H -1.15538 3.11594 1.45912
H -0.91908 1.56528 1.60172
O -0.69804 2.34762 1.04348
H -2.07402 -1.76640 -2.06871
H -3.19203 -0.80614 -1.73098
O -3.03289 -1.70981 -2.09479
H 2.24604 -2.85567 0.95861
H 2.72110 -1.66611 1.78865
O 2.05520 -1.93664 1.09116
H -1.14467 -2.48897 0.91510
H 0.25544 -2.16602 1.74147
O -0.73618 -2.19008 1.76610
H 4.48492 -0.66145 2.02989
H 3.13874 -0.42575 2.61918
O 3.94221 -0.96374 2.77581
H 1.05635 2.66467 0.05790
H 1.85905 2.76960 -1.40818
O 1.91420 2.49376 -0.46222
H -3.00512 -3.12436 -0.38395
H -2.16228 -4.34368 0.25922
O -2.13434 -3.50261 -0.23098
H 4.23760 1.01738 0.64003
H 5.27238 0.30600 -0.30465
O 4.57019 0.10253 0.35764
H -1.75399 0.46764 3.28897
H -1.39022 -0.48994 2.10608
O -1.80197 0.34287 2.36097
H -3.51301 2.31305 0.55087
H -3.75072 1.67818 1.97746
O -3.81034 2.50480 1.48415

Atoms 1-6, force components in eV/Å:
C 0.285 0.769 -2.055
O 0.201 -1.196 1.496
H -0.143 -0.234 0.616
H 0.220 -0.076 0.539
H -0.302 -0.446 0.244
H 0.059 1.113 -0.180


> Look up the maximum force of the second one.

1.85 eV/Å